DFT (the ωB97M-V functional and the def2-TZVPD basis) results for an isolated molecule of HN3O at a distorted geometry.

The geometry in ORCA input format:
```
! wB97M-V def2-TZVPD RIJCOSX def2/J DEFGRID3
* xyz 0 1
N -1.56 0.36 0.06
N -2.69 0.45 0.00
N -0.53 -0.26 -0.29
O -0.91 -1.47 0.06
H 0.45 0.19 -0.01
*
```

Properties
Relative energy (zero: lowest compared OMol25 entry of this formula, charge and spin) ... 397.8 kJ/mol
HOMO (alpha / beta) ... -8.758 / -8.759 eV
LUMO (alpha / beta) ... -0.024 / -0.024 Ha
Gap between HOMO and LUMO (alpha / beta) ... 8.10 / 8.10 eV

These are the Mulliken partial charges, in e, on atoms 1 to 4: atom 1 (N): 0.41, atom 2 (N): -0.21, atom 3 (N): 0.10, atom 4 (O): -0.59